Entry 1:
{
  "formula": "C38H86AsF12N6O2P2",
  "method": "the ωB97M-V functional and the def2-TZVPD basis",
  "largest_force_ev_per_a": 5.0,
  "charge": 3,
  "orbital_gap_ha": 0.319,
  "energy_ev": -165844.0820,
  "homo_ev": -13.8,
  "e_lumo_ev": -5.141,
  "species": ["As", "F", "F", "F", "F", "F", "F", "C", "N", "C", "C", "C", "C", "O", "H", "H", "H", "H", "H", "H", "H", "H", "H", "H", "H", "H", "H", "H", "C", "N", "C", "C", "C", "C", "O", "H", "H", "H", "H", "H", "H", "H", "H", "H", "H", "H", "H", "H", "H", "C", "C", "N", "C", "C", "N", "C", "C", "H", "H", "H", "H", "H", "H", "H", "H", "H", "H", "H", "C", "C", "N", "C", "C", "N", "C", "C", "H", "H", "H", "H", "H", "H", "H", "H", "H", "H", "H", "C", "C", "C", "C", "P", "C", "C", "C", "C", "C", "C", "C", "C", "C", "C", "C", "C", "H", "H", "H", "H", "H", "H", "H", "H", "H", "H", "H", "H", "H", "H", "H", "H", "H", "H", "H", "H", "H", "H", "H", "H", "H", "H", "H", "H", "H", "H", "H", "H", "H", "H", "H", "H", "P", "F", "F", "F", "F", "F", "F"],
  "xyz": [[19.40, -17.18, 4.55], [17.85, -18.03, 4.77], [20.35, -18.63, 4.03], [20.90, -16.11, 4.35], [18.55, -15.71, 5.12], [20.00, -17.55, 6.17], [19.05, -16.67, 2.88], [27.07, -17.05, 4.72], [27.44, -17.13, 3.20], [26.90, -18.53, 2.72], [26.64, -15.96, 2.58], [28.98, -17.03, 2.94], [29.52, -17.07, 1.53], [29.46, -18.38, 1.03], [27.60, -17.85, 5.22], [26.01, -17.13, 4.97], [27.54, -16.09, 4.93], [25.83, -18.63, 2.93], [27.63, -19.20, 3.16], [26.97, -18.66, 1.64], [27.12, -15.05, 2.92], [25.63, -16.08, 2.98], [26.74, -15.95, 1.49], [29.26, -17.80, 3.65], [29.40, -16.15, 3.43], [30.56, -16.75, 1.59], [29.01, -16.35, 0.89], [29.62, -18.45, 0.08], [18.77, -10.98, 1.07], [18.87, -9.94, 2.25], [17.61, -10.07, 3.20], [20.08, -10.29, 3.15], [18.95, -8.50, 1.61], [18.72, -7.34, 2.56], [19.49, -6.28, 2.14], [19.51, -10.90, 0.26], [17.80, -10.79, 0.62], [18.86, -11.93, 1.59], [17.65, -9.26, 3.92], [17.47, -11.08, 3.60], [16.84, -9.74, 2.51], [19.95, -11.28, 3.58], [20.06, -9.54, 3.95], [20.97, -10.35, 2.53], [18.16, -8.54, 0.86], [19.87, -8.45, 1.04], [19.00, -7.57, 3.59], [17.65, -7.16, 2.62], [18.88, -5.65, 1.73], [23.07, -18.00, -3.30], [21.65, -17.73, -2.89], [20.80, -18.89, -3.11], [20.52, -19.94, -2.21], [19.79, -20.86, -2.91], [19.56, -20.36, -4.23], [20.20, -19.18, -4.26], [18.83, -21.11, -5.24], [23.00, -18.65, -4.17], [23.70, -18.63, -2.66], [23.65, -17.21, -3.76], [21.26, -16.87, -3.43], [21.56, -17.29, -1.90], [21.02, -19.94, -1.25], [19.36, -21.80, -2.60], [20.35, -18.58, -5.15], [18.20, -20.27, -5.52], [18.30, -21.99, -4.88], [19.44, -21.47, -6.07], [19.51, -19.54, 12.77], [19.07, -18.13, 13.27], [19.42, -17.04, 12.31], [18.85, -16.67, 11.06], [19.60, -15.60, 10.58], [20.65, -15.28, 11.43], [20.48, -16.19, 12.52], [21.70, -14.26, 11.30], [20.60, -19.54, 12.76], [19.04, -19.89, 11.86], [19.33, -20.35, 13.48], [19.48, -17.87, 14.24], [17.99, -17.99, 13.34], [18.23, -17.40, 10.57], [19.58, -15.13, 9.61], [21.11, -16.08, 13.39], [21.37, -13.60, 10.50], [22.68, -14.67, 11.05], [21.70, -13.70, 12.24], [16.53, -28.60, 9.56], [17.57, -27.48, 9.74], [18.64, -27.19, 8.62], [19.16, -25.72, 8.69], [20.11, -25.17, 7.32], [19.43, -25.63, 5.62], [18.41, -24.72, 5.17], [17.84, -25.13, 3.79], [16.60, -24.29, 3.39], [20.47, -23.49, 7.50], [21.33, -23.04, 8.77], [22.77, -22.68, 8.49], [23.39, -21.75, 9.47], [21.79, -25.97, 7.51], [21.84, -27.40, 7.09], [23.31, -27.73, 6.65], [24.37, -27.35, 7.76], [15.78, -28.58, 10.35], [16.96, -29.60, 9.54], [16.10, -28.57, 8.56], [18.14, -27.72, 10.64], [17.01, -26.65, 10.17], [18.15, -27.26, 7.65], [19.33, -28.03, 8.58], [19.67, -25.48, 9.63], [18.23, -25.15, 8.74], [18.95, -26.61, 5.67], [20.36, -25.70, 5.06], [18.77, -23.70, 5.25], [17.62, -24.74, 5.92], [17.44, -26.14, 3.87], [18.59, -25.26, 3.01], [16.70, -23.22, 3.19], [15.75, -24.59, 3.99], [16.13, -24.52, 2.43], [19.52, -22.97, 7.66], [20.98, -23.15, 6.60], [21.39, -23.69, 9.65], [20.85, -22.13, 9.11], [22.93, -22.21, 7.52], [23.36, -23.59, 8.37], [24.47, -21.72, 9.63], [22.98, -22.03, 10.44], [23.13, -20.70, 9.34], [22.00, -25.77, 8.56], [22.47, -25.33, 6.95], [21.23, -27.64, 6.22], [21.65, -28.00, 7.98], [23.53, -27.26, 5.69], [23.38, -28.81, 6.50], [24.14, -27.68, 8.77], [24.58, -26.28, 7.80], [25.30, -27.91, 7.66], [23.89, -24.04, 1.52], [23.31, -24.87, 0.20], [22.49, -23.35, 1.78], [23.47, -25.35, 2.38], [24.31, -23.35, 2.91], [25.32, -24.78, 1.46], [24.39, -22.79, 0.63]]
}

---

Entry 2:
{
  "formula": "C38H86BClN8O11P3",
  "method": "the ωB97M-V functional and the def2-TZVPD basis",
  "largest_force_ev_per_a": 7.5,
  "charge": -1,
  "orbital_gap_ha": 0.183,
  "energy_ev": -116306.0762,
  "homo_ev": -4.3,
  "e_lumo_ev": 0.701,
  "species": ["C", "C", "C", "C", "C", "C", "C", "C", "N", "C", "C", "O", "O", "C", "C", "O", "O", "C", "C", "C", "O", "C", "C", "C", "C", "C", "C", "Cl", "N", "B", "O", "O", "C", "O", "O", "P", "C", "C", "C", "C", "H", "H", "H", "H", "H", "H", "H", "H", "H", "H", "H", "H", "H", "H", "H", "H", "H", "H", "H", "H", "H", "H", "H", "H", "H", "H", "H", "H", "H", "H", "H", "H", "H", "H", "H", "H", "H", "H", "H", "H", "H", "H", "H", "H", "H", "H", "H", "H", "H", "H", "O", "P", "N", "C", "C", "N", "C", "C", "N", "C", "C", "H", "H", "H", "H", "H", "H", "H", "H", "H", "H", "H", "H", "H", "H", "H", "H", "H", "H", "O", "P", "N", "C", "C", "N", "C", "C", "N", "C", "C", "H", "H", "H", "H", "H", "H", "H", "H", "H", "H", "H", "H", "H", "H", "H", "H", "H", "H"],
  "xyz": [[0.51, -0.97, 5.00], [-1.06, -0.70, 4.98], [-1.49, -0.72, 3.45], [-1.40, 0.68, 2.78], [-1.79, 0.51, 1.26], [-0.77, -0.42, 0.48], [-0.66, 0.10, -1.00], [-1.00, -1.01, -2.10], [-2.46, -1.22, -2.01], [-0.70, -0.31, -3.47], [-1.86, 0.60, -3.98], [-2.27, 0.46, -5.09], [-2.47, 1.58, -3.18], [-3.87, 1.61, -3.46], [-4.85, 0.58, -2.89], [-4.26, 2.45, -4.20], [-0.19, -2.11, -1.76], [-0.27, -3.25, -2.64], [1.10, -3.23, -3.42], [2.36, -3.30, -2.49], [3.02, -2.02, -2.38], [3.13, -1.60, -1.03], [4.45, -2.04, -0.31], [-0.69, -4.62, -1.98], [-0.92, -4.35, -0.41], [0.33, -4.15, 0.48], [0.00, -4.43, 2.01], [-1.71, -4.10, 2.48], [-2.00, -5.18, -2.42], [-2.03, -5.69, -3.79], [-2.79, -6.86, -4.09], [-1.38, -5.09, -4.90], [-3.14, -4.28, -2.32], [-3.85, -4.10, -1.32], [-3.45, -3.70, -3.43], [0.52, -6.04, -2.00], [1.36, -6.52, -3.57], [1.22, -8.10, -3.80], [0.05, -7.46, -0.89], [-1.40, -8.03, -1.06], [1.03, -0.42, 5.82], [0.64, -2.07, 5.03], [0.91, -0.61, 4.03], [-1.55, -1.59, 5.44], [-1.35, 0.24, 5.48], [-2.49, -1.19, 3.31], [-0.76, -1.42, 2.97], [-2.13, 1.38, 3.25], [-0.37, 1.09, 2.90], [-1.75, 1.54, 0.84], [-2.83, 0.10, 1.14], [0.22, -0.22, 0.97], [-1.01, -1.50, 0.58], [-1.26, 1.02, -1.14], [0.41, 0.39, -1.19], [-2.60, -1.85, -1.21], [-2.84, -0.34, -1.66], [0.22, 0.31, -3.45], [-0.58, -1.07, -4.28], [-5.91, 0.88, -2.99], [-4.66, 0.41, -1.80], [-4.74, -0.43, -3.36], [-1.04, -3.00, -3.42], [1.15, -2.21, -3.87], [1.13, -3.92, -4.29], [3.09, -3.97, -3.01], [2.16, -3.78, -1.52], [2.28, -1.89, -0.38], [3.14, -0.48, -1.04], [4.59, -1.35, 0.56], [4.39, -3.06, 0.13], [5.35, -1.90, -0.95], [-1.63, -3.52, -0.23], [-1.45, -5.27, -0.06], [0.61, -3.07, 0.45], [1.24, -4.73, 0.27], [0.17, -5.52, 2.16], [0.75, -3.92, 2.66], [-3.33, -6.60, -4.86], [-1.35, -5.70, -5.64], [0.99, -6.06, -4.51], [2.46, -6.33, -3.48], [0.14, -8.33, -3.64], [1.44, -8.27, -4.88], [1.86, -8.69, -3.12], [0.19, -7.17, 0.17], [0.75, -8.31, -1.06], [-1.66, -8.25, -2.12], [-1.60, -8.96, -0.47], [-2.16, -7.28, -0.72], [-4.00, 2.84, 5.38], [-3.72, 4.34, 5.25], [-2.44, 4.33, 6.39], [-2.46, 4.54, 7.81], [-1.19, 3.74, 5.93], [-5.27, 4.81, 5.87], [-5.52, 5.49, 7.12], [-6.37, 3.89, 5.62], [-3.37, 6.02, 4.95], [-2.55, 6.94, 5.71], [-4.25, 6.70, 4.00], [-1.60, 5.17, 8.10], [-2.39, 3.60, 8.37], [-3.33, 5.07, 8.17], [-0.63, 4.45, 5.32], [-1.37, 2.84, 5.33], [-0.55, 3.45, 6.76], [-5.44, 4.81, 7.98], [-6.54, 5.90, 7.13], [-4.87, 6.35, 7.27], [-6.37, 3.06, 6.33], [-6.31, 3.47, 4.61], [-7.34, 4.40, 5.69], [-2.97, 7.18, 6.68], [-2.42, 7.88, 5.17], [-1.53, 6.56, 5.85], [-5.07, 7.21, 4.52], [-4.68, 5.99, 3.30], [-3.70, 7.43, 3.40], [4.87, 3.19, -0.79], [5.04, 3.95, -2.10], [3.87, 3.07, -2.97], [4.00, 1.89, -3.79], [2.48, 3.36, -2.64], [6.68, 3.45, -2.33], [7.19, 2.60, -3.38], [7.44, 3.15, -1.11], [5.23, 5.01, -3.46], [4.78, 4.85, -4.83], [6.25, 6.06, -3.33], [3.39, 2.00, -4.70], [3.66, 0.99, -3.27], [5.00, 1.70, -4.15], [2.15, 4.28, -3.13], [2.34, 3.48, -1.56], [1.80, 2.56, -2.95], [6.94, 1.55, -3.22], [8.28, 2.67, -3.44], [6.84, 2.91, -4.37], [7.21, 2.15, -0.73], [7.21, 3.87, -0.32], [8.52, 3.22, -1.29], [5.29, 4.05, -5.35], [4.94, 5.77, -5.41], [3.70, 4.68, -4.88], [7.21, 5.74, -3.75], [6.40, 6.31, -2.28], [5.94, 6.98, -3.82]]
}